This record from the OMol25 dataset describes C4H6AlF6O3P as an isolated structure in a non-equilibrium geometry. The level of theory is ωB97M-V/def2-TZVPD.

Geometry (Å):
P1 27.09 0.37 -14.49
Al1 28.50 3.90 -16.10
F1 25.76 -0.63 -14.42
F2 28.31 1.43 -14.43
F3 27.95 -0.69 -13.56
F4 26.54 1.12 -13.13
F5 27.71 -0.23 -15.84
F6 26.38 1.53 -15.46
O1 31.66 6.04 -19.62
O2 30.18 4.59 -18.47
O3 31.46 3.95 -20.26
C1 31.98 4.18 -22.68
C2 31.11 4.79 -19.32
C3 32.37 5.95 -20.82
C4 32.42 4.46 -21.18
H1 33.43 6.19 -20.71
H2 33.37 4.02 -20.87
H3 31.99 6.53 -21.66
H4 32.83 4.42 -23.31
H5 31.11 4.77 -22.97
H6 31.91 3.09 -22.77

Results
Charge: +1
Multiplicity: 2
HOMO level (alpha / beta), eV: -14.139 / -14.139
Orbital gap (alpha / beta), eV: 9.410 / 2.387

Population analysis type natural (NBO), resulting atomic charges in e: 2.5406, 1.0008, -0.3511, -0.4431, -0.4018, -0.3340, -0.4921, -0.5286, -0.4690, -0.7197, -0.4625, -0.6276, 1.0152, -0.1085, 0.0802, 0.2030, 0.1986, 0.2018, 0.2326, 0.2280, 0.2374



This record from the OMol25 dataset describes C5H5N3O as an isolated structure in a non-equilibrium geometry. The level of theory is ωB97M-V/def2-TZVPD.

Geometry (Å):
O1 -2.24 1.27 0.23
N1 -3.04 -0.75 -0.20
N2 0.61 -0.25 0.58
N3 0.42 -1.49 0.30
C1 -0.83 -1.94 0.18
C2 -1.76 -0.90 0.14
C3 -1.26 0.36 0.32
C4 1.53 0.69 0.01
C5 -3.33 0.49 -0.11
H1 1.96 1.36 0.81
H2 1.01 1.28 -0.82
H3 -4.38 0.90 -0.34
H4 2.35 0.01 -0.50
H5 -0.79 -3.07 0.18

Results
Charge: 0
Multiplicity: 1
HOMO level, eV: -8.450
Orbital gap, eV: 8.425

Population analysis type natural (NBO), resulting atomic charges in e: -0.4306, -0.4346, -0.1297, -0.1751, -0.0310, -0.1063, 0.3266, -0.4380, 0.3009, 0.2212, 0.2251, 0.2130, 0.2225, 0.2360



This record from the OMol25 dataset describes C12H32FO4Rb2 as an isolated structure in a non-equilibrium geometry. The level of theory is ωB97M-V/def2-TZVPD.

Geometry (Å):
Rb1 -2.32 -3.49 -0.47
Rb2 1.93 -3.95 -1.12
F1 -0.03 -1.82 -0.40
O1 2.02 0.33 -0.98
O2 -0.17 -1.79 -2.97
O3 1.34 -2.58 2.72
O4 -2.41 -0.28 0.36
C1 -1.70 1.32 2.06
C2 0.27 -1.30 -5.27
C3 0.07 -0.71 -3.86
C4 1.81 -0.41 3.62
C5 2.06 2.35 -2.29
C6 -2.64 1.02 0.92
C7 -4.09 1.02 1.39
C8 1.49 1.68 -1.08
C9 0.44 -2.06 4.93
C10 1.58 -1.86 3.94
C11 -1.13 0.24 -3.85
C12 1.91 2.41 0.19
H1 0.76 -2.08 2.12
H2 0.00 -1.56 -2.03
H3 0.97 -2.14 -5.27
H4 -0.88 1.19 -4.33
H5 -1.46 0.43 -2.82
H6 -0.51 -1.78 4.45
H7 -0.68 1.33 1.67
H8 1.33 -0.31 -0.79
H9 -4.82 0.72 0.64
H10 -1.97 -0.18 -4.39
H11 -1.91 2.31 2.45
H12 -2.67 1.75 0.10
H13 -4.22 0.36 2.26
H14 -4.37 1.99 1.79
H15 -1.72 0.60 2.87
H16 2.99 2.56 0.18
H17 2.48 -2.26 4.41
H18 2.06 0.15 4.52
H19 -1.50 -0.33 -0.01
H20 0.40 1.54 -1.09
H21 0.31 -3.08 5.28
H22 0.69 -1.47 5.81
H23 0.69 -0.57 -5.96
H24 1.59 1.94 1.12
H25 2.65 -0.30 2.93
H26 1.81 1.93 -3.27
H27 1.75 3.39 -2.34
H28 1.43 3.40 0.24
H29 -0.70 -1.67 -5.61
H30 0.90 0.01 3.18
H31 1.03 -0.24 -3.62
H32 3.15 2.25 -2.34

Results
Charge: +1
Multiplicity: 1
HOMO level, eV: -12.056
Orbital gap, eV: 8.357

Population analysis type natural (NBO), resulting atomic charges in e: 0.9945, 0.9951, -0.9375, -0.7743, -0.8198, -0.7603, -0.7831, -0.6351, -0.6157, 0.0873, -0.6320, -0.6366, 0.0873, -0.6200, 0.0915, -0.6261, 0.0984, -0.6324, -0.6225, 0.4772, 0.5052, 0.2029, 0.2193, 0.2058, 0.1969, 0.2059, 0.4901, 0.2165, 0.2080, 0.2257, 0.1693, 0.2008, 0.2192, 0.2140, 0.2171, 0.1744, 0.2210, 0.4950, 0.1592, 0.2158, 0.2170, 0.2192, 0.2089, 0.2221, 0.2117, 0.2195, 0.2087, 0.2030, 0.1962, 0.1732, 0.2229



This record from the OMol25 dataset describes one molecule with the formula C2H4N2O2 in a non-equilibrium geometry. The level of theory is ωB97M-V/def2-TZVPD.

Geometry (Å):
O1 -0.53 0.92 -0.16
O2 1.46 -1.17 -0.01
N1 1.84 0.05 0.01
N2 -1.15 -0.36 -0.14
C1 -2.32 -0.35 0.07
C2 0.93 0.95 0.05
H1 -3.06 -1.21 0.32
H2 1.20 2.10 0.50
H3 -2.50 0.74 0.37
H4 0.43 -1.07 0.34

Results
Charge: 0
Multiplicity: 1
HOMO level, eV: -9.079
Orbital gap, eV: 9.889
SMILES: C=NO/C=N\O

Population analysis type natural (NBO), resulting atomic charges in e: -0.4117, -0.5121, -0.1301, -0.1708, -0.1038, 0.2290, 0.2359, 0.2108, 0.1874, 0.4653



This record from the OMol25 dataset describes a 2-piece molecular cluster, C4H7NO2 overall in a non-equilibrium geometry. The level of theory is ωB97M-V/def2-TZVPD.

Geometry (Å):
O1 2.88 0.14 0.11
O2 -0.04 2.11 -0.52
N1 2.15 -0.67 -0.31
C1 -0.73 -0.73 -0.92
C2 -0.13 1.21 0.65
C3 -0.75 -1.41 0.44
C4 0.08 -0.16 0.15
H1 -0.03 -2.18 0.84
H2 0.50 1.36 1.62
H3 -1.19 1.28 0.99
H4 -0.14 -1.32 -1.59
H5 -1.56 -0.20 -1.36
H6 0.53 1.70 -1.23
H7 -1.56 -1.12 1.15

Results
Charge: 0
Multiplicity: 1
HOMO level (alpha / beta), eV: -8.102 / -8.339
Orbital gap (alpha / beta), eV: 7.905 / 8.021

Population analysis type natural (NBO), resulting atomic charges in e: -0.2168, -0.7272, 0.2182, -0.4659, -0.1311, -0.4622, 0.0086, 0.2402, 0.1929, 0.1961, 0.2238, 0.2359, 0.4715, 0.2162



This record from the OMol25 dataset describes a 2-piece molecular cluster, C9H14 overall in a non-equilibrium geometry. The level of theory is ωB97M-V/def2-TZVPD.

Geometry (Å):
C1 0.48 1.23 -1.55
C2 1.33 -3.37 1.32
C3 -0.69 1.08 -2.30
C4 1.74 0.96 0.59
C5 0.47 1.18 -0.15
C6 -0.79 1.21 0.45
C7 0.43 -2.61 2.27
C8 -1.97 0.99 -0.24
C9 -1.90 0.90 -1.63
H1 1.46 1.46 -1.95
H2 -0.58 1.19 -3.36
H3 -0.70 1.18 1.54
H4 2.64 1.38 0.13
H5 0.86 -1.63 2.47
H6 2.02 -0.06 0.85
H7 0.94 -4.38 1.16
H8 1.68 1.40 1.58
H9 1.55 -2.85 0.39
H10 -2.85 0.75 0.32
H11 2.36 -3.44 1.69
H12 -2.74 0.91 -2.31
H13 -0.58 -2.49 1.87
H14 0.14 -3.24 3.11

Results
Charge: 0
Multiplicity: 1
HOMO level, eV: -8.940
Orbital gap, eV: 9.913
SMILES: Cc1ccccc1.CC

Population analysis type natural (NBO), resulting atomic charges in e: -0.2053, -0.6103, -0.2091, -0.6382, -0.0197, -0.2084, -0.6150, -0.2028, -0.2278, 0.2042, 0.2142, 0.2036, 0.2194, 0.2045, 0.2230, 0.2057, 0.2148, 0.2044, 0.2175, 0.1989, 0.2143, 0.2043, 0.2079



This record from the OMol25 dataset describes one molecule with the formula C8H14OS2 in a non-equilibrium geometry. The level of theory is ωB97M-V/def2-TZVPD.

Geometry (Å):
S1 -0.34 0.83 -1.71
S2 0.84 -0.95 1.01
O1 2.25 -0.64 1.23
C1 -0.37 1.08 0.07
C2 -0.88 -2.05 -0.68
C3 -1.70 3.14 0.51
C4 0.89 -0.46 -1.72
C5 0.63 -1.61 -0.74
C6 -0.38 1.99 2.34
C7 1.56 -2.82 -0.89
C8 -0.69 2.04 0.92
H1 -1.48 4.13 0.94
H2 1.09 -0.88 -2.81
H3 2.51 -2.46 -1.19
H4 0.25 1.17 2.45
H5 0.19 2.93 2.57
H6 -2.57 2.70 0.96
H7 -1.91 3.29 -0.53
H8 -1.33 2.09 2.93
H9 1.72 -3.53 -0.08
H10 -1.30 -1.87 -1.72
H11 -0.68 -3.13 -0.61
H12 1.89 0.02 -1.55
H13 -1.46 -1.59 0.05
H14 1.26 -3.45 -1.74

Results
Charge: 0
Multiplicity: 3
HOMO level (alpha / beta), eV: -5.656 / -7.348
Orbital gap (alpha / beta), eV: 6.206 / 4.579

Population analysis type natural (NBO), resulting atomic charges in e: 0.4833, 0.9659, -0.9633, -0.3654, -0.6372, -0.6800, -0.6054, -0.2307, -0.6677, -0.6333, 0.1064, 0.2205, 0.2401, 0.2218, 0.2496, 0.2423, 0.2298, 0.2234, 0.2418, 0.2390, 0.2082, 0.2270, 0.2569, 0.2229, 0.2042



This record from the OMol25 dataset describes a 5-piece molecular cluster, CH11O4S overall in a non-equilibrium geometry. The level of theory is ωB97M-V/def2-TZVPD.

Geometry (Å):
S1 -0.88 -1.51 -0.44
O1 0.60 0.78 -2.36
O2 -1.72 2.10 -0.34
O3 1.67 2.15 0.41
O4 -1.88 -0.90 2.67
C1 0.89 -2.03 0.00
H1 -1.58 -0.02 2.30
H2 -1.37 1.42 -0.93
H3 1.62 -1.70 -0.76
H4 -0.02 1.11 -2.92
H5 1.06 1.42 0.80
H6 -1.50 1.89 0.59
H7 1.08 -3.15 -0.02
H8 0.02 0.08 -1.89
H9 2.32 1.63 -0.05
H10 1.31 -1.81 1.05
H11 -1.62 -1.46 1.91

Results
Charge: -1
Multiplicity: 1
HOMO level, eV: -3.718
Orbital gap, eV: 7.354

Population analysis type natural (NBO), resulting atomic charges in e: -0.7072, -0.9866, -0.9653, -0.9461, -0.9802, -0.7467, 0.4555, 0.4919, 0.1874, 0.4437, 0.4750, 0.4658, 0.1785, 0.4878, 0.4689, 0.1781, 0.4994



This record from the OMol25 dataset describes C34H35BrGeN3O5PPdS as an isolated structure in a non-equilibrium geometry. The level of theory is ωB97M-V/def2-TZVPD.

Geometry (Å):
Pd1 0.44 -0.18 -0.37
Br1 -1.67 -1.52 -6.44
Ge1 0.34 2.06 1.88
S1 5.06 0.46 -6.08
P1 -1.75 2.03 -0.39
O1 1.26 -2.32 -0.26
O2 4.65 -0.79 -6.72
O3 1.08 -4.43 -0.93
O4 6.51 0.62 -5.98
O5 4.38 1.64 -6.61
N1 -2.74 0.90 0.41
N2 -1.31 -0.82 1.08
N3 3.11 0.01 -0.45
C1 -3.55 5.96 1.21
C2 5.36 0.48 -3.35
C3 -4.09 4.74 1.63
C4 1.84 0.82 2.34
C5 -0.79 -1.98 -4.81
C6 -2.51 5.95 0.27
C7 4.47 0.32 -4.38
C8 0.97 -3.21 -1.10
C9 -0.07 1.80 -0.03
C10 -1.35 -1.56 -3.62
C11 -2.57 1.79 -4.89
C12 0.93 3.97 2.09
C13 0.35 -2.76 -4.85
C14 -1.29 1.54 -4.40
C15 -3.35 2.18 -2.65
C16 -1.12 1.84 3.22
C17 -3.55 -1.36 0.39
C18 -2.52 3.53 0.24
C19 -2.51 -0.46 0.59
C20 3.59 0.12 -1.76
C21 -2.02 4.76 -0.21
C22 -1.03 1.56 -3.05
C23 -3.60 3.55 1.16
C24 -3.59 2.11 -4.00
C25 -2.07 1.86 -2.15
C26 -1.14 -2.12 1.39
C27 3.13 0.07 -4.12
C28 0.93 -3.14 -3.65
C29 -0.73 -1.91 -2.43
C30 4.93 0.38 -2.03
C31 2.69 -0.02 -2.81
C32 -3.36 -2.70 0.71
C33 0.40 -2.73 -2.43
C34 -2.12 -3.07 1.23
H1 -4.15 -3.42 0.58
H2 1.57 -0.18 1.99
H3 -3.92 6.89 1.61
H4 -4.13 2.47 -1.95
H5 -0.04 1.32 -2.66
H6 -4.48 -1.02 -0.04
H7 1.82 -3.76 -3.66
H8 -0.49 1.31 -5.09
H9 2.46 -0.07 -4.96
H10 1.73 4.21 1.41
H11 1.64 -0.20 -2.56
H12 -0.17 -2.37 1.79
H13 0.53 2.47 -0.66
H14 0.77 -3.08 -5.79
H15 -2.76 1.74 -5.96
H16 -4.02 2.63 1.52
H17 6.39 0.68 -3.59
H18 -2.25 -0.97 -3.62
H19 -1.22 4.76 -0.94
H20 -1.19 -1.60 -1.48
H21 2.74 1.14 1.82
H22 -3.70 1.09 0.13
H23 2.41 -0.74 -0.36
H24 2.06 0.80 3.41
H25 -1.91 -4.10 1.50
H26 5.63 0.51 -1.21
H27 -2.10 6.89 -0.08
H28 1.26 4.17 3.10
H29 -1.69 0.94 3.03
H30 -0.69 1.79 4.21
H31 3.85 -0.09 0.24
H32 -1.79 2.70 3.18
H33 -4.90 4.73 2.35
H34 0.09 4.63 1.88
H35 -4.58 2.33 -4.38

Results
Charge: -2
Multiplicity: 1
HOMO level (alpha / beta), eV: -0.573 / -0.578
Orbital gap (alpha / beta), eV: 4.090 / 4.095

Population analysis type Löwdin, resulting atomic charges in e: 0.4079, 0.6850, 0.7845, 0.4060, 0.8367, -0.1272, -0.3935, -0.0013, -0.4049, -0.3947, -0.0633, 0.0414, 0.0603, -0.0844, -0.0850, -0.1016, -0.2301, -0.6773, -0.0934, -0.2861, -0.6596, -0.5406, -0.1463, -0.0936, -0.2242, -0.1249, -0.0969, -0.1008, -0.2129, -0.0491, -0.2772, -0.4036, -0.3245, -0.0880, -0.0827, -0.0980, -0.1048, -0.2770, -0.1508, -0.0600, -0.0195, -0.0526, -0.0485, -0.0413, -0.0954, -0.1345, -0.0790, 0.0899, -0.0047, 0.0926, 0.0970, 0.0806, 0.0972, 0.1221, 0.1106, 0.1087, 0.0084, 0.0692, 0.1032, 0.0188, 0.0995, 0.0930, 0.0957, 0.0957, 0.0915, 0.1162, 0.0839, -0.0074, 0.0880, 0.0209, -0.0007, 0.0976, 0.0934, 0.1007, -0.0018, -0.0081, 0.0054, 0.0803, -0.0093, 0.0982, -0.0126, 0.0939



This record from the OMol25 dataset describes an isolated ion of composition C7H15OS and charge +1 in a non-equilibrium geometry. The level of theory is ωB97M-V/def2-TZVPD.

Geometry (Å):
S1 0.12 1.18 -0.12
O1 -0.89 -1.04 1.15
C1 1.64 2.02 0.36
C2 1.01 -1.88 -0.50
C3 0.28 -0.49 0.88
C4 -0.15 1.66 -1.70
C5 -1.36 -1.91 0.12
C6 -0.16 -2.78 -0.32
C7 -1.17 2.00 0.85
H1 1.96 -2.20 -0.11
H2 -0.43 -3.29 -1.25
H3 -2.17 -2.50 0.55
H4 0.65 1.36 -2.36
H5 -2.08 1.40 0.80
H6 1.06 -1.31 -1.42
H7 0.91 -0.30 1.73
H8 0.04 -3.52 0.45
H9 -0.85 2.07 1.88
H10 1.64 3.00 -0.09
H11 2.49 1.44 0.00
H12 -1.74 -1.32 -0.72
H13 -1.35 2.98 0.41
H14 -1.13 1.36 -2.05
H15 1.68 2.09 1.44

Results
Charge: +1
Multiplicity: 1
HOMO level, eV: -12.411
Orbital gap, eV: 9.496

Population analysis type natural (NBO), resulting atomic charges in e: 1.2124, -0.5058, -0.7700, -0.3014, -0.0467, -0.9020, -0.0589, -0.4945, -0.7657, 0.2291, 0.2555, 0.2266, 0.2399, 0.2716, 0.2046, 0.2148, 0.2338, 0.2582, 0.2819, 0.2679, 0.1749, 0.2759, 0.2405, 0.2573



This record from the OMol25 dataset describes C4H7NO as an isolated structure. The level of theory is ωB97M-V/def2-TZVPD.

Geometry (Å):
O1 -0.69 1.03 0.73
N1 0.99 -0.50 0.00
C1 2.17 0.17 0.51
C2 -0.30 -0.22 0.31
C3 -2.07 0.53 0.57
C4 -1.50 -0.81 0.20
H1 -1.87 -1.80 0.02
H2 1.10 -1.28 -0.62
H3 1.87 1.07 1.04
H4 2.75 -0.46 1.19
H5 2.82 0.47 -0.32
H6 -2.53 1.12 -0.24
H7 -2.65 0.62 1.49

Results
Charge: 0
Multiplicity: 1
HOMO level, eV: -7.644
Orbital gap, eV: 8.680

Population analysis type natural (NBO), resulting atomic charges in e: -0.5115, -0.6221, -0.4048, 0.5003, -0.0540, -0.4854, 0.2199, 0.3966, 0.2229, 0.1868, 0.1952, 0.1791, 0.1770



This record from the OMol25 dataset describes a 4-piece molecular cluster, C13H29FN4O6S overall in a non-equilibrium geometry. The level of theory is ωB97M-V/def2-TZVPD.

Geometry (Å):
S1 -2.25 -1.22 -0.93
F1 0.29 -4.18 1.63
O1 2.77 -1.48 -1.37
O2 -4.12 0.37 2.39
O3 -4.88 -2.53 -0.47
O4 -3.77 -4.40 -0.74
O5 -0.85 1.61 -0.39
O6 -2.98 -2.04 1.48
N1 -3.56 2.37 3.21
N2 -0.68 2.88 -2.22
N3 -2.63 -2.52 0.23
N4 4.61 -0.20 -1.50
C1 -2.08 0.47 3.65
C2 5.91 0.21 -1.99
C3 -3.89 -3.25 -0.38
C4 0.81 -2.45 0.15
C5 4.42 -2.16 -2.97
C6 -0.18 2.38 -1.07
C7 -3.33 1.05 3.03
C8 -0.28 -3.03 1.07
C9 -0.04 3.80 -3.15
C10 3.86 -1.27 -1.89
C11 -1.54 -3.52 0.33
C12 1.20 2.80 -0.66
C13 -2.75 3.34 3.93
H1 0.95 4.08 -2.82
H2 1.93 2.50 -1.41
H3 -1.61 2.56 -2.43
H4 4.17 0.35 -0.77
H5 -1.20 0.95 3.23
H6 -3.35 3.77 4.73
H7 -3.63 -1.32 1.34
H8 0.41 -1.80 -0.63
H9 -4.41 2.69 2.77
H10 5.36 -2.60 -2.64
H11 3.72 -2.96 -3.17
H12 -1.95 -4.34 0.93
H13 4.58 -1.59 -3.88
H14 5.83 1.22 -2.40
H15 6.62 0.22 -1.16
H16 -0.51 -2.36 1.90
H17 -2.04 -0.60 3.42
H18 6.27 -0.46 -2.76
H19 1.47 -1.84 0.78
H20 1.24 3.88 -0.51
H21 -1.30 -3.96 -0.64
H22 -2.38 -0.05 -0.25
H23 0.03 3.32 -4.13
H24 1.46 2.32 0.28
H25 1.38 -3.27 -0.28
H26 -2.45 4.13 3.24
H27 -1.87 2.88 4.35
H28 -2.10 0.59 4.73
H29 -0.66 4.70 -3.24

Results
Charge: 0
Multiplicity: 1
HOMO level, eV: -8.518
Orbital gap, eV: 8.663
SMILES: C[C@H](F)C[N@@+](O)(S)C(=O)[O-].CNC(C)=O.CNC(C)=O.CNC(C)=O

Population analysis type natural (NBO), resulting atomic charges in e: 0.1676, -0.3773, -0.6335, -0.6629, -0.6885, -0.6683, -0.6584, -0.5420, -0.6057, -0.6077, -0.1206, -0.6190, -0.7273, -0.4110, 0.8367, -0.6385, -0.7218, 0.6860, 0.6911, 0.1884, -0.4118, 0.6816, -0.2736, -0.7205, -0.4106, 0.2109, 0.2287, 0.4041, 0.3977, 0.2324, 0.1998, 0.5342, 0.2367, 0.4040, 0.2278, 0.2482, 0.2616, 0.2257, 0.1954, 0.1994, 0.1739, 0.2517, 0.2141, 0.2154, 0.2267, 0.2548, 0.1859, 0.2031, 0.2445, 0.2293, 0.1986, 0.2135, 0.2281, 0.2013